(1)
Below is C27H25CaClN5O4S as an isolated structure, with properties calculated with ωB97M-V with the def2-TZVPD basis set.

XYZ file:
```
64
Properties=species:S:1:pos:R:3:forces:R:3
Ca 1.371 0.798 -0.908 -0.1 -0.2 -0.1
Cl -5.141 3.826 -1.197 0.0 0.0 0.0
C -3.493 3.367 -1.480 0.0 0.0 0.1
C -3.074 3.060 -2.786 0.0 0.0 -0.1
C -1.781 2.694 -3.034 0.0 0.0 0.0
C -0.816 2.579 -1.994 0.1 0.0 0.0
O 0.383 2.198 -2.270 0.0 -0.2 0.2
C -1.254 2.919 -0.669 -0.1 0.1 0.0
C -0.401 3.007 0.476 0.1 0.1 0.1
N 0.800 2.533 0.581 0.0 -0.1 -0.2
C 1.612 2.789 1.698 0.0 0.2 0.0
C 1.403 3.821 2.584 0.0 -0.1 0.0
C 2.268 4.052 3.669 0.0 0.0 0.0
C 3.370 3.270 3.851 0.0 0.0 0.0
C 3.651 2.229 2.936 0.0 -0.1 0.1
C 4.809 1.429 3.065 0.0 0.0 -0.1
C 5.068 0.458 2.144 0.0 0.0 0.0
C 4.159 0.289 1.086 0.0 -0.1 0.0
N 3.062 0.999 0.933 -0.2 0.0 -0.1
C 2.780 1.975 1.851 0.1 0.2 0.2
C -2.598 3.323 -0.455 0.0 0.0 -0.1
H -3.788 3.129 -3.596 0.0 0.0 0.0
H -1.449 2.478 -4.040 0.0 0.0 0.0
H -0.847 3.535 1.324 0.0 0.0 0.0
H 0.572 4.497 2.437 0.0 0.0 0.0
H 2.058 4.871 4.343 0.0 0.0 0.0
H 4.053 3.444 4.672 0.0 0.0 0.0
H 5.482 1.607 3.895 0.0 0.0 0.0
H 5.946 -0.170 2.198 0.0 0.0 0.0
H 4.353 -0.471 0.336 0.0 0.0 0.0
H -2.917 3.602 0.542 0.0 0.0 0.0
O 0.589 -5.704 -2.544 0.0 0.0 0.0
S -0.155 -4.661 -1.924 0.0 0.0 0.2
O -0.910 -4.979 -0.716 0.0 0.0 -0.1
N 0.740 -3.345 -1.526 0.0 -0.1 0.0
C 0.165 -2.260 -1.989 -0.1 0.0 0.0
O 0.418 -1.113 -1.520 0.3 0.3 -0.2
C -0.925 -2.481 -2.986 0.0 -0.1 0.0
C -1.627 -1.558 -3.739 0.0 0.0 0.0
C -2.617 -2.040 -4.589 0.0 0.0 0.0
C -2.898 -3.400 -4.669 0.0 0.0 0.0
C -2.202 -4.327 -3.898 0.0 0.0 0.0
C -1.221 -3.830 -3.069 0.0 0.0 0.0
H -1.406 -0.500 -3.673 0.0 0.0 0.0
H -3.178 -1.349 -5.203 0.0 0.0 0.0
H -3.672 -3.742 -5.343 0.0 0.0 0.0
H -2.418 -5.385 -3.952 0.0 0.0 0.0
N -0.516 -2.668 0.923 0.1 0.0 0.0
C 0.142 -2.691 2.254 0.0 0.0 0.0
C 0.742 -1.302 2.534 -0.1 0.0 0.0
N 0.071 -0.298 1.693 0.0 0.0 -0.1
C -1.378 -0.509 1.713 -0.1 0.1 0.0
C -1.700 -1.762 0.892 0.0 0.0 0.0
H -0.764 -3.614 0.574 0.0 0.0 0.0
H 0.167 -2.326 0.232 0.0 -0.1 0.1
H 0.901 -3.469 2.240 0.0 0.0 0.0
H -0.617 -2.966 2.985 0.0 0.0 0.0
H 1.809 -1.290 2.310 0.0 0.0 0.0
H 0.621 -1.089 3.602 0.0 0.0 0.0
H 0.282 0.628 2.046 0.0 0.0 0.0
H -1.877 0.352 1.269 0.0 0.0 0.0
H -1.761 -0.617 2.736 0.0 0.0 0.0
H -1.891 -1.533 -0.154 0.0 0.0 0.0
H -2.549 -2.308 1.299 0.0 0.0 0.0
```
Positions in Å, forces in eV/Å.

Computed properties:
HOMO-LUMO gap (eV): 6.8
M (u): 591.13
ΔE to the lowest compared entry with this formula, charge and spin (kJ/mol): 62.4
F_max (hartree/bohr): 0.00832
Charge: +1
Highest occupied orbital energy (eV): -10.24


(2)
Below is a 11-piece molecular cluster, C4H30NO12 overall, with properties calculated with ωB97M-V with the def2-TZVPD basis set.

XYZ file:
```
47
Properties=species:S:1:pos:R:3:forces:R:3
O -1.499 2.534 2.211 -0.2 -0.6 0.4
C -0.726 1.437 2.141 0.0 0.4 0.3
C -0.747 0.733 0.812 0.0 -3.0 0.9
N -1.566 1.353 -0.264 2.5 2.5 0.8
C -2.612 0.597 -0.955 -0.3 -1.6 -0.6
C 0.667 0.389 0.405 1.7 3.7 -0.5
O -0.085 1.046 3.084 -0.2 -0.1 -0.4
H -1.621 2.640 3.175 0.0 0.6 -0.3
H -1.142 -0.282 1.103 -0.5 1.0 -0.5
H -0.894 1.864 -0.929 -0.9 -1.4 -0.2
H -1.840 2.276 0.123 -1.2 -0.8 0.2
H -3.132 1.303 -1.599 -0.2 -0.4 0.2
H -3.178 -0.082 -0.303 -0.4 1.5 0.6
H -2.202 -0.244 -1.535 0.8 1.0 -0.5
H 0.727 0.007 -0.595 -0.1 -0.3 -0.2
H 1.260 1.405 0.424 -1.0 -1.6 -0.4
H 1.247 -0.202 1.078 -0.3 -0.7 0.5
H 1.422 4.173 -0.999 -0.2 -0.1 0.0
H 1.500 4.529 0.447 -0.3 0.0 0.2
O 0.906 4.103 -0.184 0.4 0.0 -0.2
H -4.522 -1.505 1.373 -0.1 0.4 0.0
H -3.088 -1.972 1.396 -0.2 1.1 0.3
O -3.629 -1.136 1.351 -0.2 -1.2 -0.1
H 2.983 -2.862 -2.259 -0.1 0.6 -0.6
H 2.448 -2.563 -0.947 -0.5 0.7 0.3
O 2.508 -2.128 -1.830 0.6 -1.2 0.4
H 1.185 -0.707 3.234 -0.1 0.1 -0.5
H 1.035 -2.043 3.855 0.1 -0.4 -0.2
O 1.212 -1.648 2.992 -0.1 0.4 0.8
H 3.803 -0.528 -0.705 -0.3 0.1 -0.2
H 3.125 0.784 -0.201 0.1 -0.1 -0.4
O 3.807 0.137 -0.009 0.2 0.0 0.5
H -1.508 -3.423 1.213 0.3 -0.8 0.7
H -1.786 -3.210 2.848 0.4 -0.7 -0.4
O -1.850 -2.904 1.942 -0.2 1.0 -0.5
H -0.098 -1.881 -3.110 -0.6 0.4 -0.1
H 0.802 -1.555 -2.025 -0.3 0.0 0.3
O -0.074 -1.254 -2.368 0.8 -1.0 0.0
H 2.101 0.466 -3.664 0.1 0.6 -0.3
H 1.055 0.134 -2.683 -0.4 0.6 -0.5
O 1.399 0.911 -3.174 0.1 -0.6 0.5
H -0.927 3.529 -2.583 0.3 -0.2 -0.3
H -0.284 2.095 -2.831 0.3 0.4 -0.6
O -1.097 2.580 -2.619 -0.1 0.0 0.5
H 1.986 -2.474 1.513 0.5 0.2 -0.3
H 1.045 -3.412 0.951 0.0 -0.3 -0.5
O 1.884 -3.009 0.700 -0.4 0.1 0.7
```
Positions in Å, forces in eV/Å.

Computed properties:
HOMO-LUMO gap (eV): 11.1
M (u): 284.28
ΔE to the lowest compared entry with this formula, charge and spin (kJ/mol): 39.8
F_max (hartree/bohr): 0.08077
Charge: +1
Highest occupied orbital energy (eV): -13.65


(3)
Below is a 2-piece molecular cluster, CH8N3 overall, with properties calculated with ωB97M-V with the def2-TZVPD basis set.

XYZ file:
```
12
Properties=species:S:1:pos:R:3:forces:R:3
N 1.079 0.837 -1.437 -3.2 -0.8 -2.0
H 0.845 1.776 -1.280 -0.2 1.7 0.7
H -0.412 -0.649 -0.872 -0.7 -0.8 2.4
H 0.678 0.731 -2.409 1.1 -0.3 1.3
H 2.040 0.778 -1.445 2.5 -0.3 -0.3
N -0.189 0.347 1.485 2.3 5.6 1.2
C -0.754 -0.830 1.249 -1.7 -4.1 -0.3
N -0.909 -1.182 -0.084 0.4 2.3 -2.8
H 0.152 1.092 0.768 -1.2 -2.8 1.5
H -0.377 0.810 2.387 0.0 -0.5 -0.9
H -1.165 -1.599 1.996 1.0 1.9 -0.9
H -0.989 -2.111 -0.357 -0.2 -1.8 0.1
```
Positions in Å, forces in eV/Å.

Computed properties:
HOMO-LUMO gap (alpha / beta) (eV): 4.8 / 9.5
M (u): 62.10
ΔE to the lowest compared entry with this formula, charge and spin (kJ/mol): 75.4
F_max (hartree/bohr): 0.11946
2S+1: 2
Highest occupied orbital energy (alpha / beta) (eV): -3.93 / -8.63


(4)
Below is C39H40Cl2EuF3N2O7Sb as an isolated structure, with properties calculated with ωB97M-V with the def2-TZVPD basis set.

XYZ file:
```
95
Properties=species:S:1:pos:R:3:forces:R:3
Eu -0.498 0.359 0.964 0.0 -0.4 -0.1
C -3.058 1.602 4.055 0.4 -0.7 -0.6
C -2.828 0.110 3.642 0.0 0.5 -0.2
C -3.368 -0.789 4.755 -0.1 1.6 0.4
O -1.432 -0.210 3.402 -0.8 0.3 -1.8
C -3.497 -0.024 2.248 -0.8 0.1 -0.5
O -4.702 -0.278 2.203 0.8 0.0 0.1
O -2.751 0.278 1.227 -0.8 -0.3 0.8
H -2.542 1.709 4.989 0.3 0.6 0.5
H -4.110 1.761 4.221 -0.5 -0.1 0.1
H -2.766 2.367 3.315 0.3 -0.6 0.2
H -2.706 -0.641 5.617 -0.1 0.0 0.0
H -3.356 -1.814 4.515 0.0 -1.2 -0.5
H -4.381 -0.494 5.075 0.4 -0.1 -0.4
H -0.830 -0.244 4.121 0.3 0.1 1.4
C -1.278 2.839 -2.783 0.0 -0.1 0.1
C -0.119 2.191 -2.084 -1.0 -0.2 -0.5
O -0.266 1.180 -1.425 0.3 -0.4 0.1
C 1.144 2.919 -2.111 1.5 0.0 -0.1
C 1.140 4.129 -1.555 0.7 -0.3 0.1
C 2.401 4.828 -1.278 -0.9 0.3 0.7
C 3.495 4.445 -1.923 -0.8 0.0 0.0
C 3.562 3.298 -2.875 -2.9 1.2 -1.8
C 2.463 2.270 -2.546 -0.1 -0.1 0.2
H -2.065 2.133 -3.095 0.5 0.2 0.2
H -0.895 3.456 -3.592 -0.3 0.0 -0.1
H -1.689 3.497 -2.014 -0.3 0.2 -0.1
H 0.206 4.560 -1.261 -0.3 0.3 0.3
H 2.342 5.623 -0.503 0.4 -0.4 -1.0
H 4.339 5.057 -1.921 1.5 0.8 0.4
H 4.497 2.877 -2.840 2.2 -1.3 0.3
H 2.893 1.641 -1.751 -0.5 -0.2 -0.3
Cl 4.297 3.030 -5.649 0.3 0.3 0.5
C 3.420 3.890 -4.330 -0.8 0.0 0.0
Cl 2.107 1.213 -3.993 0.0 0.0 0.7
H 2.387 3.843 -4.703 0.2 0.1 0.6
H 3.703 4.942 -4.321 0.3 -0.2 -0.2
C 4.462 0.321 0.969 0.0 -1.0 -0.3
C 4.181 -0.264 2.357 0.4 0.4 -0.4
C 3.305 0.663 3.205 0.6 1.3 -0.5
C 3.288 0.126 4.609 0.1 -1.4 0.5
C 2.512 0.868 5.636 -2.1 -0.2 0.5
C 3.985 2.021 3.171 0.9 -0.7 0.4
O 5.160 2.215 3.412 0.1 -0.5 0.4
N 3.222 3.061 2.828 -1.9 1.4 -1.1
C 1.970 3.025 2.195 -2.4 0.6 -0.4
O 1.399 4.062 1.810 1.7 -1.4 0.6
N 1.313 1.802 2.064 1.2 1.5 0.4
C 1.895 0.725 2.570 1.2 -0.1 0.0
O 1.340 -0.365 2.409 -0.5 -1.5 0.3
H 5.231 -0.203 0.414 0.4 -0.4 0.3
H 4.809 1.347 0.978 -0.4 0.3 0.0
H 3.582 0.108 0.355 -0.2 0.8 -0.1
H 5.093 -0.485 2.919 -0.1 0.1 -0.2
H 3.604 -1.157 2.238 -0.1 -0.8 0.0
H 4.274 -0.046 5.016 0.7 0.1 -0.4
H 2.871 -0.881 4.500 -0.1 0.0 0.1
H 2.970 1.675 6.176 0.6 0.4 0.0
H 2.102 0.170 6.391 0.3 0.3 -0.2
H 1.629 1.278 5.141 -0.3 0.3 0.2
H 3.659 3.964 2.799 0.2 0.3 0.1
F -0.213 -4.157 -7.067 0.4 -0.6 -1.0
C -0.769 -3.554 -6.034 0.8 -0.8 1.8
C -1.254 -2.304 -6.180 -0.9 0.9 -0.4
C -1.832 -1.608 -5.166 -0.7 1.1 2.0
C -1.809 -2.144 -3.868 -0.4 -1.4 -0.5
C -1.327 -3.471 -3.713 0.5 0.2 -0.8
C -0.729 -4.190 -4.791 -1.0 0.7 0.3
Sb -2.629 -1.202 -2.142 0.5 0.8 -0.1
C -4.149 -2.555 -1.543 0.2 -1.3 -1.2
C -5.137 -2.033 -0.734 -0.2 0.8 1.0
C -6.139 -2.840 -0.192 0.6 0.0 -0.7
C -6.169 -4.125 -0.683 -0.9 0.7 1.2
F -7.056 -4.968 -0.169 -1.0 -0.7 0.4
C -5.341 -4.648 -1.620 1.2 -1.2 -0.6
C -4.257 -3.907 -2.024 -0.6 2.3 0.8
C -0.972 -1.998 -0.957 -0.4 -1.1 0.8
C -1.338 -2.759 0.188 0.9 1.0 -0.6
C -0.353 -3.266 1.065 -1.9 0.3 -1.1
C 0.932 -3.046 0.707 1.8 0.5 0.4
F 1.907 -3.345 1.570 0.4 -0.7 0.6
C 1.374 -2.411 -0.436 -0.3 0.9 -0.7
C 0.401 -1.889 -1.278 -1.0 -0.4 0.8
H -1.312 -1.784 -7.079 0.4 0.2 -1.9
H -2.316 -0.615 -5.387 0.7 -1.1 0.4
H -1.443 -3.892 -2.712 0.5 -0.2 -0.4
H -0.302 -5.201 -4.770 -0.3 0.5 0.4
H -5.125 -0.980 -0.409 0.3 -0.6 -0.1
H -6.800 -2.483 0.588 -0.1 -0.1 -0.2
H -5.472 -5.706 -1.872 0.0 0.5 -0.1
H -3.570 -4.245 -2.753 0.6 -0.5 -0.5
H -2.399 -2.845 0.372 0.0 -0.3 0.4
H -0.640 -3.798 1.946 0.1 -0.2 0.5
H 2.437 -2.194 -0.630 -0.6 -0.5 0.3
H 0.684 -1.418 -2.180 0.3 0.6 -0.8
```
Positions in Å, forces in eV/Å.

Computed properties:
HOMO-LUMO gap (alpha / beta) (eV): 6.7 / 8.1
M (u): 1050.38
ΔE to the lowest compared entry with this formula, charge and spin (kJ/mol): 6.2
F_max (hartree/bohr): 0.07098
2S+1: 8
Highest occupied orbital energy (alpha / beta) (eV): -7.15 / -8.62